[1]
The following is a quantum chemistry calculation of a molecular structure, C28H72AlB4N4O16 in a non-equilibrium geometry, from the Open Molecules 2025 dataset.

```
125
C28H72AlB4N4O16 | the Open Molecules 2025 dataset | ωB97M-V with the def2-TZVPD basis set
Al 0.2466 1.3741 0.4001
B 0.7191 -1.5092 -0.2832
H 1.0727 -1.1896 0.6849
H 0.9903 -0.8600 -1.1013
H 1.1634 -2.4692 -0.4957
H -0.3512 -1.6455 -0.2923
B 2.2689 1.9870 -1.9626
H 1.3453 2.3918 -2.3465
H 2.3265 2.3789 -0.9590
H 2.3757 0.9180 -1.8626
H 3.0170 2.3246 -2.6631
B -0.9498 1.1102 -2.4385
H -1.8169 0.5120 -2.2052
H -0.8412 1.4070 -3.4702
H -1.0283 2.0029 -1.8374
H -0.0345 0.5792 -2.2278
O 0.6821 10.4960 -2.1104
C 0.3037 9.4198 -2.6116
O 0.8723 8.2313 -2.5100
B -0.0290 7.1965 -3.1671
O -0.8601 8.0160 -4.0038
C -0.7620 9.2812 -3.7666
O -1.4254 10.1858 -4.2909
O -0.6513 6.3831 -2.1515
C -0.0898 5.2103 -2.2663
O -0.3104 4.2257 -1.5180
C 0.7312 5.1817 -3.5409
O 0.7220 6.2800 -4.0184
O 1.2291 4.1581 -4.1065
C -3.5933 -11.3376 1.9754
O -3.4915 -9.9016 1.7347
C -3.7789 -9.1830 2.9121
C -3.1612 -7.8573 2.5431
N -3.4667 -6.9273 3.6565
C -3.0509 -5.5673 3.4180
C -1.5202 -5.2486 3.3047
O -1.2617 -3.9983 2.8627
C 0.0738 -3.7544 2.5967
H -4.4239 -11.7102 2.5748
H -2.6291 -11.7243 2.3053
H -3.6680 -11.8238 1.0027
H -3.2174 -9.7130 3.6815
H -4.8217 -9.0758 3.2107
H -3.6292 -7.6130 1.5895
H -2.0782 -7.9158 2.4349
H -3.0023 -7.0327 4.5472
H -3.4275 -4.9117 4.2031
H -3.7069 -5.2916 2.5923
H -1.1364 -5.9545 2.5681
H -0.9584 -5.5717 4.1811
H 0.5568 -4.4268 1.8877
H 0.6240 -3.8874 3.5282
H 0.2241 -2.7353 2.2406
C 5.5474 0.4561 -4.6813
O 4.2579 -0.0346 -4.3257
C 4.4128 -0.8142 -3.1375
C 3.3978 -1.9282 -3.3470
N 1.9687 -1.4870 -3.4094
C 1.1426 -2.6111 -3.7772
C -0.2610 -2.0629 -4.0039
O -0.3117 -1.0239 -4.9984
C -1.2121 -1.2297 -6.0478
H 6.0248 1.0868 -3.9313
H 5.5697 1.0018 -5.6245
H 6.2782 -0.3216 -4.9032
H 4.2982 -0.2652 -2.2029
H 5.3864 -1.3036 -3.1630
H 3.5917 -2.7362 -2.6416
H 3.6811 -2.3134 -4.3265
H 1.7822 -1.2042 -2.4578
H 1.1997 -3.4871 -3.1310
H 1.4949 -3.0346 -4.7178
H -0.8259 -1.7068 -3.1423
H -0.8105 -2.9771 -4.2283
H -2.1811 -1.6343 -5.7557
H -0.7803 -1.9129 -6.7791
H -1.4582 -0.3333 -6.6170
C -2.6902 -0.8303 1.5852
O -1.5122 -0.2178 2.1009
C -1.5029 -0.3251 3.5317
C -0.0277 -0.1345 3.9431
N 0.4139 1.1501 3.4639
C 1.7180 1.6424 3.8358
C 2.8898 0.7144 3.2781
O 2.8868 0.8472 1.8147
C 3.9611 0.2512 1.0987
H -2.8189 -0.9761 0.5127
H -3.5999 -0.3742 1.9758
H -2.5933 -1.8706 1.8958
H -1.6397 -1.3771 3.7821
H -2.1551 0.3754 4.0533
H 0.5432 -0.9078 3.4291
H 0.2338 -0.3590 4.9772
H -0.1288 1.7515 4.0671
H 1.7730 1.8526 4.9040
H 1.9531 2.6026 3.3766
H 2.8864 -0.3278 3.5974
H 3.8036 1.1609 3.6701
H 4.8901 0.6766 1.4783
H 3.9427 0.3597 0.0142
H 3.9759 -0.8128 1.3349
C -3.6260 2.8003 -1.0570
O -2.7884 2.8264 0.1384
C -3.2275 3.8086 1.0643
C -2.4473 3.6308 2.4632
N -0.9252 3.7020 2.3927
C -0.4647 5.0628 1.9740
C 1.1340 5.0993 1.9153
O 1.6620 3.9791 1.2231
C 3.0221 4.0538 0.9844
H -4.6218 2.6084 -0.6573
H -3.6795 1.8429 -1.5752
H -3.5362 3.6166 -1.7737
H -4.2838 3.6120 1.2478
H -3.1667 4.8402 0.7176
H -2.6843 2.6235 2.8055
H -2.8230 4.3262 3.2138
H -0.5591 3.6543 3.3328
H -0.8954 5.9062 2.5138
H -0.9264 5.2183 0.9989
H 1.5008 5.2283 2.9336
H 1.3371 6.0618 1.4458
H 3.5460 3.8924 1.9265
H 3.3435 5.0082 0.5672
H 3.3425 3.1881 0.4047
```

As for the total charge: -1. Its total energy is -78210.743 eV. As for the spin multiplicity: 1.

***

[2]
The following is a quantum chemistry calculation of a single C4H10N4Si molecule in a non-equilibrium geometry, from the Open Molecules 2025 dataset.

```
19
C4H10N4Si | the Open Molecules 2025 dataset | ωB97M-V with the def2-TZVPD basis set
C 2.8330 -1.0999 -0.2668
C -0.1963 -0.1840 1.7254
C -0.3843 -1.0522 -1.4696
C -0.0181 1.9911 -0.6878
N 4.0304 -0.7121 0.0786
N 3.9135 0.5461 0.5891
N 2.6995 0.9705 0.4521
N 2.0290 -0.0141 -0.1581
Si 0.1966 0.2113 -0.1043
H 2.6194 -1.9702 -0.7693
H -1.2854 -0.5310 1.7952
H 0.2534 -1.1164 2.0461
H -0.1703 0.5565 2.5105
H -1.2587 -0.7145 -1.9089
H 0.3582 -1.1403 -2.2921
H -0.4718 -2.0224 -1.1039
H 0.7146 1.9746 -1.5445
H -0.9995 2.0887 -1.1805
H 0.2424 2.6646 0.1483
```

Its total energy is -18142.599 eV. The expectation value of S² is 2.041. As for the spin multiplicity: 3.

***

[3]
The following is a quantum chemistry calculation of a single C3H4N2OS molecule in a non-equilibrium geometry, from the Open Molecules 2025 dataset.

```
11
C3H4N2OS | the Open Molecules 2025 dataset | ωB97M-V with the def2-TZVPD basis set
C -0.6867 2.2095 0.3430
N -0.2761 1.3571 -0.4727
N -0.4732 0.0358 -0.1321
C -1.7812 -0.5257 -0.1397
O -1.9571 -1.6836 0.1487
C 0.6492 -0.7469 0.0900
S 2.2408 -0.3397 0.0176
H -1.1500 1.9603 1.2837
H -0.5797 3.2120 -0.0029
H -2.6234 0.1408 -0.5028
H 0.3137 -1.7801 0.2238
```

Its total energy is -19036.597 eV. The calculation puts the relative energy (zero: lowest compared OMol25 entry of this formula, charge and spin) at 2.4512 eV. As for the spin multiplicity: 1. As for the SMILES: C=NN(C=O)C=S.

***

[4]
The following is a quantum chemistry calculation of a single C5H10N2O molecule in a non-equilibrium geometry, from the Open Molecules 2025 dataset.

```
18
C5H10N2O | the Open Molecules 2025 dataset | ωB97M-V with the def2-TZVPD basis set
C 2.3071 0.2023 -1.9213
C 1.0095 0.9213 -1.3956
O 0.9224 2.0709 -1.4536
N 0.0643 0.0565 -0.7608
C 0.6047 -0.4974 0.4169
C -0.4889 0.4830 0.5383
C -1.8727 -0.1152 0.7340
N -2.4176 -0.3871 2.1451
H 2.9459 0.5068 -2.8054
H 2.0195 -1.0306 -2.0148
H 2.8970 0.5315 -0.8951
H 0.4312 -1.6288 0.6130
H 1.6927 -0.2366 0.7830
H -0.2232 1.5776 0.7560
H -1.4184 -1.1369 0.2489
H -2.8314 0.3191 0.3254
H -3.5195 -0.3958 2.0372
H -2.1226 -1.2406 2.6486
```

Its total energy is -10370.924 eV. The calculation puts the relative energy (zero: lowest compared OMol25 entry of this formula, charge and spin) at 4.3812 eV. As for the spin multiplicity: 1. As for the SMILES: CC(=O)N1C[C@@H]1CN.

***

[5]
The following is a quantum chemistry calculation of a molecular structure, C39H51N7PRuS, from the Open Molecules 2025 dataset.

```
100
C39H51N7PRuS | the Open Molecules 2025 dataset | ωB97M-V with the def2-TZVPD basis set
Ru -0.6971 -0.7483 0.4849
C -5.7993 -3.3559 0.3392
C -5.3840 -3.3620 1.6673
C -4.3335 -2.5667 2.0773
C -3.6589 -1.7436 1.1464
C -4.0735 -1.7780 -0.2003
C -5.1370 -2.5588 -0.5932
N -2.5792 -0.9680 1.4881
C -2.4267 -0.5452 2.8182
C -3.4922 -0.1418 3.6258
C -3.2590 0.2720 4.9264
C -1.9641 0.2790 5.4334
C -0.8869 -0.0884 4.6383
C -1.1122 -0.4774 3.3261
N -0.0956 -0.7868 2.4122
N 1.0953 -1.0143 2.9128
C 2.1672 -1.1939 2.1292
C 3.3516 -1.5986 2.7957
C 4.5130 -1.8349 2.1251
C 4.5396 -1.6779 0.7275
C 3.4073 -1.2813 0.0903
N 2.2455 -1.0253 0.7619
H -6.6297 -3.9752 0.0289
H -5.8802 -4.0010 2.3850
H -3.9950 -2.6089 3.1030
H -3.5705 -1.1416 -0.9127
H -5.4624 -2.5503 -1.6248
H -4.4956 -0.1356 3.2205
H -4.0862 0.5911 5.5448
H -1.7884 0.5914 6.4539
H 0.1238 -0.0671 5.0188
H 3.2707 -1.7106 3.8668
H 5.4001 -2.1433 2.6604
H 5.4296 -1.8580 0.1430
H 3.3651 -1.1343 -0.9792
N -1.0651 -0.6948 -1.7565
C -0.8751 -1.7622 -2.7879
C -1.2283 -3.1438 -2.2699
C -0.1162 -3.8214 -1.4518
C -0.6168 -4.3748 -0.1261
N -0.6803 -3.2896 0.8815
H -2.0028 -0.3161 -1.8540
H -0.4648 0.0860 -2.0148
H 0.1685 -1.7277 -3.1053
H -1.4817 -1.5079 -3.6579
H -1.4853 -3.7733 -3.1226
H -2.1412 -3.0659 -1.6720
H 0.6873 -3.1065 -1.2376
H 0.3388 -4.6208 -2.0373
H 0.0179 -5.1887 0.2280
H -1.6202 -4.7838 -0.2505
H 0.1808 -3.2950 1.4210
H -1.4168 -3.4733 1.5560
N 1.1753 -0.5527 0.0228
S 2.2188 0.9103 -2.9258
C 3.8494 0.2007 -3.0452
C 3.9124 -1.0858 -3.5759
C 5.1347 -1.7335 -3.6684
C 6.2945 -1.1014 -3.2381
C 6.2243 0.1849 -2.7244
C 5.0042 0.8427 -2.6221
C 2.4554 2.4640 -2.0989
C 2.2647 3.6378 -2.8181
C 2.3664 4.8644 -2.1737
C 2.6747 4.9179 -0.8219
C 2.8796 3.7437 -0.1062
C 2.7599 2.5167 -0.7400
H 1.4822 -0.3061 -0.9205
H 3.0117 -1.5731 -3.9327
H 5.1818 -2.7282 -4.0914
H 7.2491 -1.6027 -3.3214
H 7.1262 0.6922 -2.4081
H 4.9656 1.8493 -2.2290
H 2.0404 3.5884 -3.8757
H 2.2184 5.7780 -2.7336
H 2.7669 5.8754 -0.3267
H 3.1346 3.7868 0.9451
H 2.9176 1.5994 -0.1851
C -0.1775 4.0822 1.9253
C -0.1603 2.5789 1.6575
P -1.2725 1.9688 0.3303
C -2.9433 2.4433 0.9113
C -4.0538 2.1395 -0.0902
C -0.9416 3.1411 -1.0523
C -1.3141 2.6662 -2.4551
H 0.5688 4.3333 2.6793
H -1.1435 4.4154 2.3036
H 0.0562 4.6579 1.0298
H -0.4205 2.0284 2.5654
H 0.8441 2.2497 1.3734
H -2.9289 3.5098 1.1478
H -3.1162 1.9131 1.8506
H -3.9393 2.7185 -1.0066
H -5.0264 2.3924 0.3304
H -4.0781 1.0794 -0.3543
H 0.1235 3.3818 -1.0139
H -1.4793 4.0620 -0.8109
H -0.6128 1.9163 -2.8266
H -1.2708 3.4998 -3.1559
H -2.3225 2.2522 -2.5071
```

As for the total charge: +2. Its total energy is -74392.673 eV. The expectation value of S² is 8.803. The calculation puts the relative energy (zero: lowest compared OMol25 entry of this formula, charge and spin) at 0.2220 eV. As for the spin multiplicity: 6.

***

[6]
The following is a quantum chemistry calculation of a molecular structure, C6H15InNO2 in a non-equilibrium geometry, from the Open Molecules 2025 dataset.

```
25
C6H15InNO2 | the Open Molecules 2025 dataset | ωB97M-V with the def2-TZVPD basis set
In -2.3174 0.3009 -0.9782
C -2.3608 -2.3021 1.9575
O -1.6517 -1.1207 1.5427
C -0.2727 -1.2308 1.9023
C 0.6098 -1.6768 0.6655
N 0.6050 -0.6889 -0.4280
C 1.3884 0.5203 -0.1797
C 1.3626 1.4118 -1.5056
O 0.0468 1.9231 -1.6781
C 0.1032 3.2300 -2.2399
H -3.4228 -2.2962 1.7122
H -2.2624 -2.4546 3.0322
H -2.0504 -3.0972 1.2795
H -0.0992 -1.7772 2.8294
H 0.1093 -0.2641 2.2307
H 0.1814 -2.6216 0.3309
H 1.6446 -1.8626 0.9532
H 0.8818 -1.2443 -1.2248
H 2.4246 0.2985 0.0755
H 1.0614 1.1326 0.6607
H 1.7096 0.8056 -2.3423
H 2.0571 2.2488 -1.4328
H -0.8307 3.7845 -2.1482
H 0.2758 3.1129 -3.3097
H 0.8067 3.8680 -1.7049
```

As for the total charge: +4. Its total energy is -17166.008 eV. The expectation value of S² is 1.740. The calculation puts the relative energy (zero: lowest compared OMol25 entry of this formula, charge and spin) at 1.1535 eV. As for the spin multiplicity: 2.